Below is C4H6O2 in the gas phase, with properties calculated with ωB97M-V with the def2-TZVPD basis set.

Output
- HOMO-LUMO gap (eV) = 9.272
- F_max (eV/A) = 0.576
- E_HOMO (eV) = -8.790
- spin multiplicity = 1

```
12
C4H6O2 (ωB97M-V with the def2-TZVPD basis set)
C 1.797 0.812 -0.939
C 0.564 -0.432 0.573
O 0.583 0.628 -0.195
C -0.846 -0.521 1.152
C -1.870 -0.652 0.040
O -2.449 -1.678 -0.220
H 1.591 0.528 -1.973
H 2.572 0.173 -0.512
H 2.068 1.868 -0.891
H -0.916 -1.390 1.808
H -1.062 0.398 1.717
H -2.034 0.266 -0.559
```

Mulliken atomic charge list, values in e, 6 entries:
1. C -0.56
2. C -0.45
3. O -0.14
4. C -0.12
5. C 0.03
6. O -0.45